Entry 1:
Here is one molecule with the formula C6H6N3OP from the OMol25 dataset. Energies are from ωB97M-V with the def2-TZVPD basis set.

Each atom is followed by the atoms it is bonded to, with distances in Å.
Atoms and positions in Å:
1 O -4.238 0.021 0.169  P2 1.625, H12 0.958
2 P -2.978 0.904 -0.353  O1 1.625, N3 1.952, H13 1.418
3 N -1.353 -0.164 -0.164  P2 1.952, N4 1.366, C11 1.350
4 N -1.437 -1.341 -0.850  N3 1.366, N5 1.218
5 N -0.362 -1.911 -0.905  N4 1.218, C6 1.404
6 C 0.623 -1.062 -0.378  N5 1.404, C7 1.444, C11 1.407
7 C 2.059 -1.203 -0.349  C6 1.444, C8 1.380, H14 1.080
8 C 2.796 -0.143 0.140  C7 1.380, C9 1.404, H15 1.075
9 C 2.071 0.959 0.623  C8 1.404, C10 1.347, H16 1.160
10 C 0.754 1.157 0.420  C9 1.347, C11 1.377, H17 1.123
11 C -0.043 0.127 -0.027  N3 1.350, C6 1.407, C10 1.377
12 H -4.667 -0.487 -0.522  O1 0.958
13 H -2.710 1.439 0.932  P2 1.418
14 H 2.609 -2.082 -0.650  C7 1.080
15 H 3.869 -0.192 0.110  C8 1.075
16 H 2.691 1.852 1.026  C9 1.160
17 H 0.315 2.126 0.778  C10 1.123

Its SMILES is OPn1nnc2ccccc21. The LUMO energy comes out at 0.438 eV. The calculation puts the total energy at -813.05423 hartree. Its HOMO-LUMO gap is 0.3403 Eh. Its energy above the lowest of the compared OMol25 structures with the same formula, charge and spin is 5.07 kcal per mole.

***

Entry 2:
Here is an isolated ion of composition C2H9N2O and charge +1 from the OMol25 dataset. Energies are from ωB97M-V with the def2-TZVPD basis set.

Each atom is followed by the atoms it is bonded to, with distances in Å.
Atoms and positions in Å:
1 C 0.378 -1.476 -1.256  N2 1.470, H6 1.089, H7 1.086, H8 1.091
2 N 0.791 -0.416 -0.326  C1 1.470, O3 1.383, H9 1.031, H10 1.112
3 O 0.240 -0.577 0.932  N2 1.383, C4 1.530
4 C -0.632 0.608 1.352  O3 1.530, N5 1.425, H11 1.089, H12 1.090
5 N -0.534 1.578 0.313  C4 1.425, H13 1.011, H14 1.012
6 H -0.690 -1.408 -1.452  C1 1.089
7 H 0.934 -1.376 -2.184  C1 1.086
8 H 0.591 -2.450 -0.813  C1 1.091
9 H 1.817 -0.417 -0.226  N2 1.031
10 H 0.397 0.601 -0.545  N2 1.112
11 H -0.216 0.911 2.311  C4 1.089
12 H -1.632 0.191 1.475  C4 1.090
13 H -0.033 2.422 0.559  N5 1.011
14 H -1.409 1.809 -0.140  N5 1.012

The net charge is +1. Its SMILES is C[NH2+]OCN. The LUMO energy comes out at -3.202 eV. The calculation puts the total energy at -266.03824 hartree. Its HOMO-LUMO gap is 0.4654 Eh. Its energy above the lowest of the compared OMol25 structures with the same formula, charge and spin is 71.18 kcal per mole.

***

Entry 3:
Here is one molecule with the formula C16H12N2O3 from the OMol25 dataset. Energies are from ωB97M-V with the def2-TZVPD basis set.

Each atom is followed by the atoms it is bonded to, with distances in Å.
Atoms and positions in Å:
1 C 0.700 -0.748 -3.657  C2 1.483, H22 1.085, H23 1.084, H24 1.107
2 C 0.884 0.432 -2.777  C1 1.483, N3 1.299, C7 1.439
3 N 0.743 1.637 -3.240  C2 1.299, O4 1.454
4 O 1.204 2.504 -2.168  N3 1.454, C5 1.353
5 C 1.494 1.740 -1.091  O4 1.353, C6 1.543, C7 1.366
6 C 1.887 2.360 0.267  C5 1.543, H25 1.090, H26 1.068, H27 1.106
7 C 1.299 0.423 -1.399  C2 1.439, C5 1.366, C8 1.528
8 C 1.592 -0.835 -0.584  C7 1.528, C9 1.560, H28 1.095, H29 1.111
9 C 0.327 -1.588 -0.068  C8 1.560, C10 1.504, C21 1.531, H30 1.096
10 C 0.635 -2.528 1.065  C9 1.504, O11 1.256, C12 1.440
11 O 1.385 -3.516 0.868  C10 1.256
12 C -0.006 -2.149 2.297  C10 1.440, O13 1.237, C14 1.467
13 O 0.138 -2.626 3.430  C12 1.237
14 C -0.839 -0.992 1.952  C12 1.467, C15 1.403, C21 1.375
15 C -1.774 -0.353 2.780  C14 1.403, C16 1.397, H31 1.111
16 C -2.611 0.635 2.255  C15 1.397, C17 1.432, C19 1.405
17 C -3.728 1.171 2.972  C16 1.432, N18 1.164
18 N -4.588 1.695 3.556  C17 1.164
19 C -2.376 1.033 0.928  C16 1.405, C20 1.377, H32 1.085
20 C -1.463 0.382 0.128  C19 1.377, C21 1.400, H33 1.096
21 C -0.669 -0.657 0.629  C9 1.531, C14 1.375, C20 1.400
22 H 0.963 -1.641 -3.099  C1 1.085
23 H 1.311 -0.634 -4.545  C1 1.084
24 H -0.366 -0.759 -3.954  C1 1.107
25 H 1.873 1.597 1.046  C6 1.090
26 H 1.202 3.130 0.547  C6 1.068
27 H 2.905 2.774 0.154  C6 1.106
28 H 2.181 -1.594 -1.111  C8 1.095
29 H 2.169 -0.511 0.308  C8 1.111
30 H -0.122 -2.145 -0.899  C9 1.096
31 H -1.972 -0.702 3.816  C15 1.111
32 H -3.054 1.767 0.505  C19 1.085
33 H -1.325 0.698 -0.912  C20 1.096

Its SMILES is Cc1noc(C)c1C[C@H]1C(=O)C(=O)c2cc(C#N)ccc21. The LUMO energy comes out at -1.894 eV. The calculation puts the total energy at -952.06765 hartree. Its HOMO-LUMO gap is 0.2890 Eh. Its energy above the lowest of the compared OMol25 structures with the same formula, charge and spin is 49.31 kcal per mole.

***

Q: What is the energy above the lowest of the compared OMol25 structures with the same formula, charge and spin in the third record?
A: 49.31 kcal per mole